DFT (the ωB97M-V functional and the def2-TZVPD basis) results for C10H13O3 as an isolated structure at a distorted geometry.

The geometry in XYZ format:
```
26
C10H13O3 (the ωB97M-V functional and the def2-TZVPD basis)
C -1.05240 -0.72943 -2.62920
C -2.06560 -1.50301 -3.46634
C -0.04699 0.09447 -3.48498
O -0.08851 0.14109 -4.70166
O 0.93800 0.61981 -2.78740
H -1.64740 -0.09162 -1.99808
H -0.41684 -1.42706 -2.08000
H -2.55790 -2.21516 -2.78061
H -1.79016 -2.09006 -4.33557
H -2.86309 -0.79857 -3.91152
C 0.32282 1.54031 4.25449
C 1.08189 -0.30458 0.38643
C 0.09264 0.68537 0.54339
C 1.67948 -0.77031 1.58464
C -0.08535 1.22394 1.80282
C 1.39402 -0.23495 2.82290
C 0.60187 0.92215 2.93309
O 1.33680 -0.81979 -0.79177
H 1.26588 -0.01335 -1.77595
H -0.46657 0.97787 -0.32475
H 2.43086 -1.53802 1.41044
H -0.96760 1.89348 1.83248
H 1.90650 -0.72006 3.68687
H -0.50901 2.23498 4.30286
H 1.13090 2.25170 4.53036
H 0.37576 0.67077 4.97707
```

Output
E ... -614.62847 a.u.
LUMO ... 3.3568 eV
Charge ... -1

DFT (the ωB97M-V functional and the def2-TZVPD basis) results for C10H14AsCoF5N2O7Te as an isolated structure.

The geometry in XYZ format:
```
41
C10H14AsCoF5N2O7Te (the ωB97M-V functional and the def2-TZVPD basis)
Co -0.15148 -0.15683 0.09164
O -1.87842 -0.58384 -3.86760
C -1.42451 -0.68917 -2.65834
O -1.00444 0.22377 -1.96262
C -1.43047 -2.06108 -2.09188
C -1.83460 -3.19913 -2.77245
C -1.72852 -4.41897 -2.12241
C -1.22192 -4.44602 -0.82726
C -0.85031 -3.25263 -0.23461
N -0.95467 -2.07209 -0.85116
C -0.31711 -3.08029 1.14353
O -0.09243 -4.06215 1.95326
O -0.07909 -1.92980 1.51450
H -1.84419 0.32984 -4.20426
H -2.21154 -3.12252 -3.78336
H -2.03145 -5.33461 -2.61302
H -1.13627 -5.39254 -0.30880
H -0.26747 -4.94887 1.59966
C -0.98157 4.36945 -0.56130
As 0.29622 3.18849 0.20785
C 0.55553 3.59781 2.05209
C 1.91906 3.17982 -0.79027
O -0.43624 1.61503 0.03254
H -0.63619 5.39300 -0.40988
H -1.94724 4.23166 -0.07880
H -1.05960 4.16170 -1.62663
H 0.91399 4.62780 2.10284
H 1.29326 2.93140 2.48977
H -0.40156 3.54716 2.56917
H 2.24141 4.21552 -0.90865
H 1.71518 2.74697 -1.76837
H 2.68617 2.61528 -0.26755
F 0.53424 0.24708 2.06396
Te 2.52250 -0.53170 1.55096
F 4.29010 -0.50637 1.16891
F 2.47827 -0.85528 3.33907
F 2.55369 -2.36222 1.34758
F 2.75045 1.27224 1.90566
O 1.72532 -0.34525 -0.09749
O -1.15849 0.63980 4.30674
N -1.39559 0.21757 3.36697
```

Output
E ... -5410.41442 a.u.
2S+1 ... 5
LUMO (spin up / spin down) ... -13.3162 / -13.3167 eV
Charge ... +3
<S²> ... 6.011

DFT (the ωB97M-V functional and the def2-TZVPD basis) results for C10H14B2BeCl4F14N3O4S2 as an isolated structure at a distorted geometry.

The geometry in XYZ format:
```
54
C10H14B2BeCl4F14N3O4S2 (the ωB97M-V functional and the def2-TZVPD basis)
Be 8.91717 22.28480 -17.52051
B 10.21227 22.25575 -15.22605
F 10.63347 21.24845 -16.15327
F 10.45696 23.52769 -15.72401
F 8.79530 22.08497 -15.26386
F 10.79279 22.14202 -13.98260
B 6.09513 22.28231 -17.65987
F 6.05976 23.65192 -17.47682
F 6.74203 21.62968 -16.55895
F 4.80986 21.81940 -17.89296
F 6.95905 21.92707 -18.72161
C 11.55201 21.71437 -20.43942
F 12.80018 21.96558 -20.79971
F 10.89894 21.36044 -21.53390
F 11.53504 20.69588 -19.58279
S 10.78293 23.21631 -19.58182
O 11.05561 22.99530 -18.16716
O 11.30108 24.38703 -20.19802
N 9.16392 22.98199 -19.64193
S 8.49631 23.54535 -21.00994
O 9.37605 23.54214 -22.13908
O 7.24083 22.90366 -21.22201
C 8.03812 25.32497 -20.59960
F 7.13069 25.37601 -19.64412
F 9.07295 26.10688 -20.32817
F 7.43839 25.79221 -21.70933
C 13.66928 22.17172 -16.10486
C 14.25696 22.77039 -17.28316
N 14.68416 23.26493 -18.22515
H 12.96915 21.40229 -16.42188
H 13.23590 22.93671 -15.46708
H 14.44980 21.64855 -15.54787
C 10.70320 26.51640 -17.06292
C 9.57945 25.60836 -17.10399
N 8.68315 24.90367 -17.19812
H 10.39979 27.56253 -17.09543
H 11.39528 26.31079 -17.87657
H 11.16868 26.40063 -16.08163
Cl 14.47714 25.09780 -12.49856
C 12.85238 24.41984 -12.29196
C 12.80075 23.08292 -11.57198
Cl 13.83369 22.99438 -10.13530
H 12.46064 24.29898 -13.29957
H 12.25717 25.15405 -11.75500
H 13.06929 22.26071 -12.23286
H 11.76394 22.87919 -11.30761
Cl 10.32028 18.68798 -9.74153
C 9.69821 18.48832 -11.42242
C 10.55761 19.26712 -12.39429
Cl 10.32223 18.61005 -14.04077
H 8.70488 18.92080 -11.38457
H 9.77243 17.42330 -11.59839
H 11.61542 19.20269 -12.14167
H 10.37402 20.33653 -12.46422
```

Output
E ... -4954.91536 a.u.
LUMO ... 1.0130 eV
Charge ... -1

DFT (the ωB97M-V functional and the def2-TZVPD basis) results for C10H14BBe2BrCaCl2F8I2N4O10S3 as an isolated structure at a distorted geometry.

The geometry in XYZ format:
```
58
C10H14BBe2BrCaCl2F8I2N4O10S3 (the ωB97M-V functional and the def2-TZVPD basis)
C 0.15004 -3.61110 -2.27622
C 0.21497 -3.13468 -3.74444
I 1.24733 -4.68300 -4.85912
C -1.14726 -2.97566 -4.43678
N -2.23705 -2.53700 -3.56754
C -3.17464 -3.37897 -3.03490
N -3.34089 -4.75311 -3.19268
C -3.66407 -5.06001 -4.34517
O -3.90402 -5.32645 -5.40907
C -4.02338 -2.66993 -2.26367
N -3.60201 -1.37545 -2.33316
I -4.59982 0.33730 -1.22669
C -2.55317 -1.31611 -3.09989
Br -1.66677 0.28318 -3.45441
H 0.87336 -3.02913 -1.71704
H 0.40320 -4.65782 -2.19236
H -0.81384 -3.44100 -1.79872
H 0.82277 -2.24428 -3.81135
H -1.03668 -2.20295 -5.19405
H -1.41589 -3.86733 -4.98330
H -4.85373 -3.03795 -1.70037
N 0.97519 0.20884 1.67523
S 1.50684 -0.04403 3.13430
O 2.88328 -0.59268 3.31647
O 0.56689 -0.41745 4.09811
F 1.85843 1.44937 3.54777
S 0.61028 -1.08559 0.88070
O 0.48119 -0.74842 -0.55149
O -0.33765 -1.96195 1.42582
F 1.94413 -1.90708 0.89456
C 1.50527 5.49332 3.69713
C 1.33456 5.73409 2.22288
O 2.53892 5.20415 1.60901
S 2.99425 3.98361 2.42623
O 2.50334 2.79971 1.75111
O 4.38011 4.07101 2.74853
O 2.14248 4.18107 3.73081
H 2.16340 6.22675 4.16579
H 0.55953 5.46813 4.22788
H 1.21448 6.78608 1.97792
H 0.47944 5.15308 1.82782
Be 3.77539 1.00775 3.05118
F -5.86662 -4.40645 -4.80085
C 5.63943 -1.74838 5.76963
Cl 5.32663 -1.48186 7.45285
Cl 5.11177 -0.30545 4.78461
H 6.70291 -1.87857 5.60643
H 5.08213 -2.61044 5.42318
O -5.83316 -6.13226 -1.85095
H -4.91349 -6.39179 -2.04391
B -0.63105 6.52400 -1.01371
F -1.93278 6.59212 -1.49608
F -0.22515 7.75978 -0.49324
F -0.57396 5.58036 0.05361
F 0.24705 6.10693 -2.02016
Be 1.45154 0.73433 -0.81958
F -0.54172 3.67781 1.75793
Ca -6.80172 -0.34846 0.47343
```

Output
E ... -8174.90532 a.u.
LUMO ... -10.1564 eV
Charge ... +2

Number 3 is which compound?
C10H14B2BeCl4F14N3O4S2